(1)
DFT (wB97M-V/def2-TZVPD) results for C33H33N5O2SScSi as an isolated structure at a distorted geometry.

## Properties
- molecular weight (g/mol) = 636.8
- energy above the lowest of the compared OMol25 structures with the same formula, charge and spin (kJ/mol) = 145.6
- multiplicity = 1
- E_tot (eV) = -85714.6068
- charge = +1
- HOMO-LUMO gap (Eh) = 0.2211

Structure (XYZ):
```
76
Properties=species:S:1:pos:R:3:lowdin_charge:R:1
Sc -0.6183 0.4701 0.3670 1.153
C -1.7675 -2.0430 -6.1801 -0.166
Si -0.2376 -2.0162 -5.0435 0.577
C 0.7699 -3.6177 -5.2726 -0.170
C 0.8721 -0.5664 -5.5378 -0.205
C -0.9736 -2.0930 -3.2713 -0.239
C -1.6959 -3.2379 -2.9911 -0.073
C -2.4083 -3.3641 -1.8068 -0.045
C -2.3258 -2.3451 -0.8886 -0.143
N -1.5721 -1.2480 -1.0662 -0.080
C -0.9439 -1.1099 -2.2661 -0.761
S -0.1363 0.3977 -2.4297 0.678
H -1.4638 -2.0871 -7.2219 0.031
H -2.3741 -1.1517 -6.0529 0.031
H -2.3980 -2.9051 -5.9877 0.024
H 1.1303 -3.6679 -6.2953 0.031
H 0.1803 -4.5107 -5.0950 0.021
H 1.6358 -3.6528 -4.6185 0.030
H 1.1663 -0.7014 -6.5739 0.032
H 1.7760 -0.5140 -4.9445 0.019
H 0.3671 0.3872 -5.4594 0.009
H -1.7333 -4.0420 -3.7062 0.105
H -3.0212 -4.2266 -1.6053 0.110
H -2.8945 -2.4081 0.0269 0.081
C 0.5803 3.2400 2.4137 -0.168
N -0.1702 2.0095 2.1502 -0.052
C -0.8058 1.5719 3.1983 -0.090
C -1.6470 0.4533 3.1806 -0.330
C -2.3279 -0.1029 4.2737 -0.017
C -3.0516 -1.1721 3.7802 -0.064
C -2.7894 -1.2222 2.4139 -0.154
N -1.9332 -0.2549 2.0162 -0.059
C -0.3267 4.4538 2.4361 -0.218
C -0.1360 5.4585 3.3755 -0.040
C -0.9586 6.5719 3.3944 -0.070
C -1.9878 6.6899 2.4764 -0.077
C -2.1936 5.6872 1.5437 -0.071
C -1.3672 4.5771 1.5229 -0.053
H 1.3496 3.3824 1.6490 0.096
H 1.0930 3.1646 3.3823 0.126
H -0.6975 2.0787 4.1594 0.152
H -2.2818 0.2479 5.2861 0.114
H -3.6906 -1.8352 4.3304 0.102
H -3.2325 -1.9218 1.7254 0.085
H 0.6566 5.3695 4.1043 0.113
H -0.7948 7.3464 4.1280 0.109
H -2.6286 7.5577 2.4915 0.108
H -2.9983 5.7742 0.8289 0.107
H -1.5438 3.7806 0.8024 0.094
O 0.7411 -6.4124 3.0272 0.140
C 1.8606 -5.8078 2.6181 -0.480
O 2.9158 -6.3730 2.6255 0.145
C 1.7307 -4.3830 2.1486 -0.105
C 2.8954 -3.6185 2.0914 0.017
C 2.8705 -2.3100 1.6531 0.016
C 1.6627 -1.7349 1.2355 -0.235
C 0.4958 -2.5066 1.2993 -0.008
C 0.5257 -3.8129 1.7416 0.007
N 1.5021 -0.4322 0.7459 0.050
C 2.5134 0.3263 0.4737 -0.019
C 2.3189 1.6585 -0.0574 -0.264
C 3.4025 2.5257 -0.2426 0.019
C 3.1750 3.7810 -0.7769 -0.018
C 1.8797 4.1186 -1.1509 -0.002
C 0.8589 3.2052 -0.9352 -0.141
N 1.0519 2.0155 -0.3686 -0.065
H -0.0387 -5.8423 3.0333 0.104
H 3.8231 -4.0837 2.3908 0.131
H 3.7917 -1.7476 1.6507 0.110
H -0.4488 -2.0627 0.9846 0.057
H -0.3954 -4.3786 1.7270 0.120
H 3.5448 -0.0036 0.5954 0.139
H 4.3937 2.2252 0.0596 0.125
H 3.9841 4.4825 -0.9061 0.122
H 1.6550 5.0839 -1.5747 0.123
H -0.1601 3.4352 -1.2316 0.119
```


(2)
DFT (wB97M-V/def2-TZVPD) results for C5H9NO as an isolated structure at a distorted geometry.

## Properties
- molecular weight (g/mol) = 99.1
- energy above the lowest of the compared OMol25 structures with the same formula, charge and spin (kJ/mol) = 429.9
- multiplicity = 1
- E_tot (eV) = -8864.7574
- charge = 0
- HOMO-LUMO gap (Eh) = 0.2923

Structure (XYZ):
```
16
Properties=species:S:1:pos:R:3:lowdin_charge:R:1
C -0.6374 -0.2115 0.3293 -0.352
C 0.3434 -1.1117 1.0436 -0.111
C -1.3606 -0.8223 -0.8528 -0.097
C 0.0915 1.4210 0.1143 -0.325
C 1.8777 1.3519 -0.8103 -0.073
N 1.8946 0.2743 -1.3016 0.185
O 0.4535 1.9516 1.1494 -0.002
H -1.3866 0.1395 1.0461 0.119
H -0.7379 1.7915 -0.4995 0.117
H 2.3941 2.2285 -0.4530 0.113
H -2.0075 -0.1015 -1.3568 0.069
H 0.8895 -0.5587 1.8078 0.073
H 1.0554 -1.5403 0.3402 0.059
H -0.1926 -1.9353 1.5230 0.076
H -0.6640 -1.2476 -1.5728 0.069
H -2.0129 -1.6296 -0.5069 0.079
```


(3)
DFT (wB97M-V/def2-TZVPD) results for a 2-piece molecular cluster, H3NO2Si overall at a distorted geometry.

## Properties
- molecular weight (g/mol) = 77.1
- energy above the lowest of the compared OMol25 structures with the same formula, charge and spin (kJ/mol) = 73.9
- multiplicity = 1
- E_tot (eV) = -13507.5159
- SMILES = O=[SiH2].N=O
- charge = 0
- HOMO-LUMO gap (Eh) = 0.3122

Structure (XYZ):
```
7
Properties=species:S:1:pos:R:3:lowdin_charge:R:1
O 0.7756 -1.0927 1.1715 -0.435
Si 0.2323 -1.8713 -0.0182 0.642
H -0.7088 -2.9314 -0.3067 -0.088
H 0.5410 -1.4192 -1.3625 -0.076
N -0.2409 1.7060 -0.5011 0.014
O 0.5822 1.5480 -1.3370 -0.072
H -0.1055 0.9343 0.1920 0.015
```


(4)
DFT (wB97M-V/def2-TZVPD) results for a 2-piece molecular cluster, C32H42N4O3S overall at a distorted geometry.

## Properties
- molecular weight (g/mol) = 562.8
- multiplicity = 1
- E_tot (eV) = -56776.6976
- SMILES = C=Cc1cc2c(cc1CCCN)Sc1c(c(NCCC)cc(CCN)c1OCCCC)N2.O=C1C=CC(=O)C=C1
- charge = 0
- HOMO-LUMO gap (Eh) = 0.2104

Structure (XYZ):
```
82
Properties=species:S:1:pos:R:3:lowdin_charge:R:1
C -7.3228 -1.2628 0.4347 -0.048
C -6.5613 -1.3003 -0.8741 -0.155
C -4.9020 -1.0891 -0.8741 -0.115
C -4.3540 0.2807 -0.1515 0.036
C -2.7330 0.6783 -0.0176 -0.147
C -1.6945 -0.3952 -0.6772 -0.384
C -2.2402 -1.7924 -1.4172 -0.011
C -3.8426 -2.1817 -1.5086 -0.109
C -4.4588 -3.5539 -2.1719 -0.186
C -3.6390 -4.8687 -1.5423 -0.201
C -4.2186 -6.3093 -2.0697 -0.293
N -5.6554 -6.2881 -2.5439 -0.069
S 0.1460 -0.0757 -0.6107 0.825
C 0.2904 1.6804 0.0305 -0.298
C -1.0313 2.4508 0.6082 -0.096
C -0.7592 3.9925 1.2013 -0.131
N -1.8173 4.8757 1.8167 -0.089
C -2.5217 4.2524 2.9934 -0.258
C -1.5619 3.5413 4.1097 -0.225
C -2.5881 2.6647 5.0982 -0.149
C 0.7733 4.6598 1.1281 0.056
C 2.0825 3.8684 0.5032 -0.090
C 3.5309 4.6683 0.4679 -0.151
C 3.9843 4.8720 -1.1182 -0.253
N 5.2653 4.0535 -1.3518 -0.060
C 1.8267 2.3397 -0.0349 -0.125
O 2.9964 1.5705 -0.5691 -0.185
C 3.7714 1.1734 0.6414 -0.189
C 3.7152 -0.4767 0.8767 -0.169
C 3.5465 -0.8486 2.4710 -0.262
C 2.0079 -1.2866 2.8932 -0.144
N -2.4370 1.9474 0.7184 -0.014
H -8.1078 -0.4172 0.6820 0.062
H -7.2071 -2.1290 1.2417 0.073
H -7.1357 -1.4933 -1.8941 0.104
H -5.1567 1.0357 0.3054 0.098
H -1.4884 -2.5823 -1.8839 0.093
H -4.3203 -3.5810 -3.3333 0.121
H -5.5991 -3.7226 -1.9157 0.095
H -3.5610 -4.8411 -0.3750 0.115
H -2.5387 -4.7710 -1.9951 0.104
H -3.5297 -6.7146 -2.9365 0.117
H -4.1443 -7.1200 -1.2011 0.119
H -5.7066 -5.7165 -3.4257 0.068
H -6.2396 -5.8395 -1.7771 0.078
H -2.5069 5.0904 1.0632 0.107
H -3.0955 5.1410 3.5465 0.133
H -3.3866 3.5135 2.6438 0.103
H -0.9803 4.2802 4.8053 0.110
H -0.7962 2.7592 3.6968 0.102
H -3.2765 3.3427 5.7584 0.075
H -2.0349 1.8085 5.6813 0.077
H -3.3200 2.1079 4.3363 0.074
H 0.9561 5.7543 1.5220 0.096
H 4.3321 4.0922 1.0997 0.113
H 3.3710 5.7197 0.9576 0.106
H 4.3011 6.0022 -1.2903 0.114
H 3.1204 4.5208 -1.8482 0.123
H 5.2046 3.2142 -0.7047 0.033
H 5.1520 3.6244 -2.3118 0.072
H 3.3330 1.6400 1.6360 0.132
H 4.9119 1.4396 0.5769 0.127
H 2.7564 -0.8701 0.3339 0.073
H 4.6796 -1.0278 0.4809 0.111
H 3.9111 -0.0015 3.2038 0.108
H 4.2419 -1.7934 2.6613 0.107
H 1.3397 -0.3039 2.9563 0.081
H 1.9643 -1.8930 3.9021 0.078
H 1.5909 -1.9575 2.0146 0.072
H -3.0613 2.7119 0.3798 0.121
O 3.6908 -4.7619 -3.9177 0.098
C 4.3867 -3.8309 -3.5365 -0.385
C 5.8545 -3.9583 -3.4433 0.021
C 6.6138 -2.9412 -3.0247 0.021
C 6.0181 -1.6465 -2.6390 -0.387
O 6.7140 -0.7154 -2.2578 0.095
C 4.5504 -1.5191 -2.7322 0.020
C 3.7911 -2.5362 -3.1508 0.026
H 6.2764 -4.9140 -3.7305 0.122
H 7.6916 -3.0182 -2.9498 0.122
H 4.1285 -0.5634 -2.4450 0.117
H 2.7132 -2.4592 -3.2257 0.122
```


It is found that the HOMO energy values, taken in the order of the records, are -10.48, -8.82, -9.31, -7.31 eV.